No. 1
Formula: C45H104N6O13
Source: OMol25
Level of theory: the ωB97M-V functional and the def2-TZVPD basis

CARTESIAN COORDINATES (ANGSTROEM)
C -14.1083 21.7940 -8.7672
C -15.2427 21.5437 -7.6957
C -16.3681 20.6299 -8.2184
C -15.9157 19.1511 -8.4070
C -15.3833 18.5414 -7.0680
C -14.2480 19.5251 -6.4217
N -14.7323 20.9251 -6.4654
O -13.9427 21.7982 -5.6954
C -14.1468 19.1557 -4.9223
C -12.8682 19.1837 -7.1164
C -15.9154 22.8654 -7.3981
H -13.4362 22.5042 -8.2857
H -14.2711 22.3446 -9.6937
H -13.5227 20.8801 -8.8671
H -17.1757 20.7478 -7.4959
H -16.8116 21.0380 -9.1267
H -15.1802 18.9669 -9.1901
H -16.8341 18.6132 -8.6422
H -14.8595 17.5860 -7.0998
H -16.1989 18.3200 -6.3797
H -13.3695 19.6868 -4.3729
H -15.1577 19.3395 -4.5584
H -14.0806 18.0775 -4.7767
H -12.3504 18.3087 -6.7233
H -12.9906 18.8791 -8.1558
H -12.2334 20.0669 -7.1886
H -16.3123 23.4061 -8.2573
H -15.1739 23.5602 -7.0036
H -16.7129 22.8990 -6.6558
H -14.4896 21.7781 -4.9067
C -12.0513 14.1717 2.9474
C -12.6126 13.5388 1.6407
C -11.5132 12.6141 1.0179
C -11.9632 11.5226 0.0428
C -13.0281 10.7375 0.6916
C -14.3237 11.5586 1.0604
N -13.8576 12.7168 1.8686
O -14.8900 13.5339 2.3379
C -15.0654 12.0348 -0.1300
C -15.0865 10.5370 1.9879
C -12.9443 14.6591 0.5942
H -11.6627 13.4811 3.6958
H -12.7987 14.6128 3.6069
H -11.3628 15.0018 2.7893
H -10.8071 13.1978 0.4273
H -10.7730 12.1868 1.6943
H -11.1174 10.9135 -0.2764
H -12.3552 11.8376 -0.9243
H -12.5417 10.2227 1.5202
H -13.3052 10.0446 -0.1028
H -14.5278 12.6193 -0.8766
H -15.5501 11.2722 -0.7395
H -15.9273 12.5323 0.3147
H -14.7016 10.4912 3.0067
H -16.1666 10.6710 2.0470
H -15.0486 9.5040 1.6422
H -13.3915 14.1782 -0.2758
H -12.0661 15.1817 0.2152
H -13.6294 15.3880 1.0272
H -15.2259 14.0551 1.6050
C -20.3722 19.0924 -6.7358
C -20.8546 18.3490 -5.3885
C -20.1927 16.9040 -5.2567
C -20.3246 16.1602 -3.9486
C -19.9314 17.1720 -2.8669
C -20.6444 18.5725 -2.8742
N -20.5623 19.1609 -4.2106
O -21.1302 20.4809 -4.2998
C -22.0137 18.4289 -2.2202
C -19.7749 19.4181 -1.9814
C -22.4086 18.1450 -5.5666
H -19.4568 19.6379 -6.5066
H -21.0203 19.9033 -7.0682
H -20.0006 18.5087 -7.5780
H -20.7729 16.3711 -6.0101
H -19.1986 16.7852 -5.6876
H -19.6889 15.2762 -3.9970
H -21.2542 15.6352 -3.7286
H -18.8605 17.3237 -2.7321
H -20.1340 16.6868 -1.9121
H -21.9872 18.2859 -1.1399
H -22.6647 19.2712 -2.4542
H -22.5958 17.6436 -2.7023
H -18.8511 19.7765 -2.4356
H -20.2380 20.3822 -1.7717
H -19.5947 18.8946 -1.0424
H -23.0129 17.9482 -4.6810
H -22.5892 17.2937 -6.2229
H -22.7628 19.0262 -6.1015
H -22.0781 20.3295 -4.3152
C -17.3194 25.8582 -3.0447
C -17.9247 24.4640 -3.3056
C -16.7937 23.4274 -3.6743
C -16.1161 22.6400 -2.5787
C -16.2083 23.3202 -1.2276
C -17.7040 23.6132 -0.8521
N -18.5314 24.0253 -2.0318
O -19.6826 24.6480 -1.7275
C -18.3185 22.3520 -0.1595
C -17.6866 24.7506 0.2096
C -18.9280 24.4565 -4.5217
H -17.8990 26.6188 -2.5215
H -17.0483 26.3834 -3.9606
H -16.3547 25.7411 -2.5511
H -16.9213 22.8165 -4.5679
H -15.9865 24.0295 -4.0915
H -15.0639 22.5212 -2.8375
H -16.6739 21.7037 -2.5669
H -15.6109 24.2268 -1.3240
H -15.6254 22.6980 -0.5485
H -17.9967 22.2156 0.8729
H -19.3951 22.3989 0.0042
H -18.0746 21.4052 -0.6414
H -17.5914 25.7834 -0.1256
H -18.6712 24.7335 0.6770
H -16.9092 24.6232 0.9629
H -19.6957 23.7089 -4.3223
H -18.5528 24.3449 -5.5390
H -19.6008 25.3028 -4.6601
H -20.3463 23.9557 -1.6847
C -14.5473 18.6506 -1.4300
O -14.0694 19.7243 -1.1782
N -13.9616 17.4853 -1.4660
N -15.8376 18.5517 -1.8002
H -14.4133 16.6021 -1.6560
H -12.9536 17.5486 -1.4558
H -16.4223 19.3726 -1.7341
H -16.2281 17.6223 -1.8623
C -11.6436 13.9704 -3.4145
C -11.0583 15.0488 -4.2149
O -11.7615 16.2628 -3.8540
O -11.0634 12.6907 -3.6580
H -12.6985 13.9593 -3.6887
H -11.5153 14.2367 -2.3654
H -11.2378 14.8492 -5.2714
H -9.9961 15.1770 -4.0068
H -11.1265 16.9047 -3.5279
H -10.2127 12.6831 -3.2132
C -16.6216 14.4416 -4.0780
C -15.6193 15.6285 -4.3912
O -14.7697 15.4063 -5.4938
O -16.1022 13.5524 -3.0961
H -16.9221 13.9336 -4.9944
H -17.4442 15.0256 -3.6653
H -14.8502 15.7698 -3.6319
H -16.1607 16.5742 -4.4179
H -13.9432 15.2334 -5.0370
H -16.1984 12.6440 -3.3915
C -17.7301 14.7369 1.5743
C -17.7174 15.0510 0.1115
O -16.4714 15.1075 -0.5121
O -19.0080 14.9332 2.1910
H -17.0096 15.3485 2.1174
H -17.5177 13.6894 1.7883
H -18.2507 15.9977 0.0247
H -18.3727 14.4546 -0.5233
H -16.5391 14.3595 -1.1100
H -18.8493 15.5077 2.9436
C -11.7356 20.8479 1.2360
C -11.2977 22.1988 0.5966
O -11.6455 22.3134 -0.8453
O -11.2470 19.6980 0.5709
H -12.8243 20.7952 1.2405
H -11.5220 20.8655 2.3047
H -10.2120 22.2706 0.6626
H -11.6939 23.0758 1.1085
H -12.0837 21.4941 -1.0866
H -11.8679 19.4703 -0.1249

Computed properties:
ΔE to the lowest compared entry with this formula, charge and spin: 2.0849 eV
SMILES: CC1(C)CCCC(C)(C)N1O.CC1(C)CCCC(C)(C)N1O.CC1(C)CCCC(C)(C)N1O.CC1(C)CCCC(C)(C)N1O.NC(N)=O.OCCO.OCCO.OCCO.OCCO
HOMO level: -7.61 eV
Spin multiplicity: 1

Here are the Mulliken charges for atoms 1 to 5, given in e: atom 1 (C): -1.681, atom 2 (C): 1.397, atom 3 (C): -0.892, atom 4 (C): -0.856, atom 5 (C): -0.697

No. 2
Formula: Cl2H2O2P
Source: OMol25
Level of theory: the ωB97M-V functional and the def2-TZVPD basis

CARTESIAN COORDINATES (ANGSTROEM)
O -0.9613 -0.1729 -1.2883
O -0.3678 -0.0440 1.2137
P 0.3198 0.1289 -0.2415
Cl 1.6289 -1.3162 -0.4640
Cl 0.8939 1.9836 -0.4314
H -1.6307 -0.5979 -0.8349
H 0.1172 0.0184 2.0465

Computed properties:
Net charge: +1
ΔE to the lowest compared entry with this formula, charge and spin: 0.1095 eV
HOMO level: -17.68 eV
Spin multiplicity: 1

Here are the Mulliken charges for atoms 1 to 5, given in e: atom 1 (O): -0.402, atom 2 (O): -0.427, atom 3 (P): 1.103, atom 4 (Cl): 0.004, atom 5 (Cl): 0.013

No. 3
Formula: C44H75N4O8S2
Source: OMol25
Level of theory: the ωB97M-V functional and the def2-TZVPD basis

CARTESIAN COORDINATES (ANGSTROEM)
C -0.1991 3.0153 4.4916
C 0.5081 3.7253 3.3228
C -0.3047 4.8518 2.6867
O -1.7093 4.6146 2.6566
C -2.2043 4.1567 1.4132
C -1.9774 2.6307 1.3476
C -2.7038 2.0480 2.5250
N -3.0853 0.8717 2.2391
C -2.6115 0.4229 0.9136
C -1.2313 -0.2265 1.2157
C -0.9074 -1.4849 0.4088
C 0.6327 -1.6988 0.3905
S 1.3960 -1.5005 -1.2198
C 2.1574 0.0920 -1.1743
S 1.9232 1.1795 0.0351
N 2.9988 0.2547 -2.2738
C 3.8155 1.4480 -2.2457
C 4.8307 1.5250 -1.2963
C 5.6755 2.6203 -1.2320
C 5.5143 3.6681 -2.1385
C 4.5072 3.6024 -3.0906
C 3.6680 2.4937 -3.1478
C 2.2862 0.0555 -3.5341
C 1.0045 0.5356 -3.7714
C 0.3901 0.2712 -4.9915
C 1.0411 -0.4610 -5.9866
C 2.3353 -0.9114 -5.7519
C 2.9500 -0.6515 -4.5303
C -2.5875 1.8274 0.1687
C -4.0442 2.1775 -0.1243
C -4.3062 3.4601 -0.9138
O -5.1079 4.3760 -0.1443
C -5.0968 5.6341 -0.7182
O -5.9113 5.9041 -1.5241
C -4.0551 6.6316 -0.3101
C -2.8890 6.7407 -1.3154
C -1.6619 1.6041 -1.0509
O -2.0426 2.2971 -2.2227
C -2.8873 1.5813 -3.0957
C -3.0133 2.3392 -4.3982
H -1.0854 3.5345 4.8392
H 0.4854 2.9487 5.3314
H -0.4277 1.9824 4.2367
H 0.8296 2.9869 2.5908
H 1.4289 4.1629 3.6975
H -0.1556 5.7552 3.2717
H 0.0925 5.0688 1.6937
H -3.2716 4.3496 1.4430
H -1.7303 4.6692 0.5811
H -0.8969 2.5194 1.3383
H -2.9402 2.5495 3.4465
H -3.6392 0.2585 2.8346
H -3.2567 -0.3095 0.4396
H -0.4104 0.4670 1.0778
H -1.2291 -0.5113 2.2655
H -1.3415 -2.3839 0.8381
H -1.2381 -1.4200 -0.6241
H 0.8569 -2.7142 0.7034
H 1.1289 -1.0544 1.1071
H 4.9491 0.7069 -0.6001
H 6.4557 2.6413 -0.4903
H 6.1902 4.5072 -2.0875
H 4.3806 4.4192 -3.7807
H 2.9021 2.4720 -3.9069
H 0.4789 1.1102 -3.0232
H -0.6132 0.6120 -5.1940
H 0.5411 -0.6631 -6.9181
H 2.8545 -1.4617 -6.5196
H 3.9472 -1.0278 -4.3732
H -4.6367 2.2396 0.7847
H -4.4622 1.3362 -0.6715
H -4.8269 3.2512 -1.8444
H -3.3659 3.9337 -1.1854
H -3.6803 6.4261 0.6879
H -4.5361 7.5994 -0.2596
H -1.9238 6.7036 -0.8203
H -2.9197 7.6944 -1.8282
H -2.9009 5.9718 -2.0817
H -0.6722 1.9708 -0.7897
H -1.5654 0.5484 -1.2972
H -2.5257 0.5626 -3.2687
H -3.9003 1.4639 -2.7015
H -3.5433 1.7216 -5.1153
H -3.6121 3.2300 -4.2251
H -2.0419 2.6514 -4.7654
C 4.4767 -7.8557 -3.5843
O 5.2275 -7.0169 -2.7283
C 6.6327 -7.0395 -2.9490
C 7.1265 -5.7696 -3.6120
N 6.6825 -5.6710 -4.9970
C 6.8573 -4.3590 -5.6166
C 6.2077 -3.1366 -4.9748
O 4.7926 -3.0835 -5.0713
C 4.0918 -3.8912 -4.1418
H 3.4810 -7.9537 -3.1541
H 4.3715 -7.4349 -4.5903
H 4.9228 -8.8508 -3.6586
H 6.9286 -7.9243 -3.5201
H 7.1017 -7.1098 -1.9641
H 8.2206 -5.7667 -3.5909
H 6.7771 -4.9287 -2.9989
H 5.7067 -5.9275 -5.0487
H 6.4682 -4.4381 -6.6345
H 7.9311 -4.1659 -5.7059
H 6.5644 -2.2633 -5.5270
H 6.5220 -2.9882 -3.9347
H 4.5936 -3.9297 -3.1721
H 3.9466 -4.9037 -4.5252
H 3.1017 -3.4523 -4.0057
C -1.4754 -3.9176 7.2394
O -2.8433 -4.2737 7.2004
C -3.6013 -3.8673 8.3347
C -4.5322 -2.7178 8.0087
N -3.7994 -1.4805 7.7603
C -4.5789 -0.4074 7.1504
C -5.2773 -0.6558 5.8170
O -4.4076 -0.7805 4.6935
C -3.7768 -2.0480 4.5554
H -0.9648 -4.4996 6.4735
H -1.3160 -2.8544 7.0223
H -1.0293 -4.1530 8.2086
H -2.9500 -3.6242 9.1788
H -4.2136 -4.7239 8.6258
H -5.2114 -2.5643 8.8519
H -5.1348 -3.0275 7.1451
H -3.0042 -1.6832 7.1710
H -3.8970 0.4365 7.0123
H -5.3355 -0.0825 7.8707
H -5.8890 0.2247 5.6089
H -5.9680 -1.5038 5.8491
H -4.4292 -2.8656 4.8625
H -2.8411 -2.0888 5.1164
H -3.5260 -2.1835 3.4998

Computed properties:
Net charge: +1
HOMO level: -10.04 eV
Spin multiplicity: 1

Here are the Mulliken charges for atoms 1 to 5, given in e: atom 1 (C): -1.048, atom 2 (C): 0.125, atom 3 (C): -0.578, atom 4 (O): -0.473, atom 5 (C): -1.910

No. 4
Formula: C12H25ClCrI2NP2
Source: OMol25
Level of theory: the ωB97M-V functional and the def2-TZVPD basis

CARTESIAN COORDINATES (ANGSTROEM)
I 0.0070 -0.5758 -4.5078
I 0.0053 2.1403 -5.0257
Cr -0.0073 0.3380 -0.3283
P -2.4482 1.1435 -0.6632
C -2.9079 1.2703 -2.4113
C -3.8457 0.3071 0.2118
H -4.6529 1.0207 0.4261
H -3.8511 3.0032 -0.0274
H -3.4539 -0.0877 1.1547
H -2.2186 3.1813 0.6880
H -2.5596 0.4005 -2.9808
H -4.2444 -0.5362 -0.3621
C -2.7770 2.8923 -0.2041
H -3.9913 1.3997 -2.5121
H -2.4595 3.5360 -1.0348
H -2.3705 2.1297 -2.8552
P 2.4449 1.1235 -0.6334
C 2.9227 1.2492 -2.3783
C 2.7873 2.8677 -0.1672
H 3.4014 -0.1538 1.1773
H 4.6154 0.9880 0.5184
H 4.2466 -0.5509 -0.3299
C 3.8164 0.2743 0.2540
H 2.2244 3.1585 0.7212
H 3.8611 2.9647 0.0198
H 4.0077 1.3751 -2.4673
H 2.3931 2.1103 -2.8278
H 2.4852 3.5189 -0.9981
H 2.5781 0.3798 -2.9507
Cl -0.0224 0.3823 1.9611
N -0.0132 -1.9499 -0.0600
C -0.0087 -2.7038 1.1677
C 1.2058 -2.9982 1.7762
C 1.2163 -3.3069 3.1597
C 0.0241 -3.3786 3.8665
C -1.1931 -3.2508 3.2048
C -1.2207 -2.9424 1.8245
H 0.7745 -2.2909 -0.6107
H -0.8282 -2.2752 -0.5929
H 2.1258 -2.9511 1.1773
H 2.1882 -3.4702 3.6558
H 0.0405 -3.5092 4.9692
H -2.1471 -3.3713 3.7359
H -2.1504 -2.8522 1.2590

Computed properties:
Net charge: +2
⟨S²⟩: 4.006
HOMO level (spin up / spin down): -14.78 / -14.97 eV
Spin multiplicity: 4

Here are the Mulliken charges for atoms 1 to 5, given in e: atom 1 (I): -0.025, atom 2 (I): 0.068, atom 3 (Cr): 0.323, atom 4 (P): 0.926, atom 5 (C): -0.910

No. 5
Formula: C30H19Cl9N3O3SSn
Source: OMol25
Level of theory: the ωB97M-V functional and the def2-TZVPD basis

CARTESIAN COORDINATES (ANGSTROEM)
Sn 0.8993 -2.3884 -1.3061
Cl 6.7794 -2.0717 2.4667
C 5.1149 -2.0791 2.0164
C 4.1282 -2.0422 2.9820
Cl 4.5422 -1.9938 4.6556
C 2.7908 -2.0467 2.5881
Cl 1.5505 -1.9160 3.7840
C 2.4076 -2.1492 1.2595
O 1.1547 -2.1834 0.9019
C 3.4279 -2.1912 0.2619
O 3.0957 -2.2626 -0.9943
C 4.7519 -2.1234 0.6710
Cl 5.9790 -2.0924 -0.5437
Cl -0.3831 -1.5718 -4.5258
C -2.0670 -2.0069 -4.2272
Cl -2.4168 -1.9581 -2.4992
H -2.2415 -3.0196 -4.5920
H -2.7042 -1.2808 -4.7307
Cl 0.0366 1.6964 5.5901
C -0.1395 2.4281 4.0433
C -0.9620 1.8504 3.0902
C -1.1054 2.4595 1.8577
C -0.4401 3.6370 1.5377
C -0.5974 4.3385 0.2054
C -1.0182 3.4172 -0.9595
N -0.0319 2.4187 -1.2448
C 1.2693 2.6555 -1.6003
C 1.8419 1.4311 -1.7776
N 0.9188 0.4645 -1.5535
C -0.1832 1.0780 -1.2301
O -1.4348 5.4832 0.2709
C -2.7020 5.3516 0.8776
C -3.7211 4.5792 0.0865
C -4.0700 4.8584 -1.2051
Cl -3.4272 6.1100 -2.1718
S -5.2583 3.7540 -1.8275
C -5.2880 2.9202 -0.3196
C -4.4397 3.4641 0.5854
C 0.3879 4.1905 2.5158
Cl 1.2533 5.6520 2.2054
C 0.5433 3.6031 3.7617
H -1.4761 0.9286 3.3077
H -1.7532 1.9948 1.1362
H 0.3797 4.7702 -0.0502
H -1.1539 4.0653 -1.8319
H -1.9661 2.9240 -0.7440
H 1.6540 3.6490 -1.7098
H 2.8484 1.1776 -2.0360
H -1.1040 0.5790 -0.9997
H -3.0404 6.3869 0.9833
H -2.6132 4.9012 1.8736
H -5.9243 2.0656 -0.2007
H -4.3198 3.1002 1.5902
H 1.1898 4.0502 4.5007
N 0.6783 -10.1419 -1.4829
C 0.7135 -8.9922 -1.4577
C 0.7396 -7.5860 -1.4206
C 0.6904 -6.8445 -2.6024
C 0.7157 -5.4670 -2.5430
C 0.7930 -4.7638 -1.3332
C 0.8367 -5.5410 -0.1709
C 0.8098 -6.9184 -0.1949
H 0.6355 -7.3654 -3.5519
H 0.6800 -4.9082 -3.4743
H 0.8991 -5.0330 0.7830
H 0.8450 -7.4960 0.7207

Computed properties:
Net charge: -1
ΔE to the lowest compared entry with this formula, charge and spin: 0.6770 eV
HOMO level: -4.10 eV
Spin multiplicity: 1

Here are the Mulliken charges for atoms 1 to 5, given in e: atom 1 (Sn): 0.786, atom 2 (Cl): -0.236, atom 3 (C): 0.193, atom 4 (C): 0.209, atom 5 (Cl): -0.245

No. 6
Formula: C21H39FGeN4O2Zn
Source: OMol25
Level of theory: the ωB97M-V functional and the def2-TZVPD basis

CARTESIAN COORDINATES (ANGSTROEM)
Zn -0.1516 -0.5155 1.4702
N -0.2155 -2.3812 0.2708
C 0.3626 -2.1425 -1.0670
C 0.9215 -3.3616 -1.8213
C 1.7164 -4.3816 -1.0061
C 3.0302 -3.8102 -0.4529
N 4.0354 -3.5933 -1.4888
C 4.9129 -4.4921 -1.9222
N 4.9280 -5.7317 -1.4355
N 5.7968 -4.1557 -2.8597
C 1.3721 -0.9776 -1.0285
O 2.3475 -0.9641 -1.7371
O 1.0421 -0.0094 -0.1874
H 0.3555 -3.0394 0.7920
H -1.1292 -2.8148 0.1775
H -0.4451 -1.7359 -1.6837
H 1.5665 -2.9572 -2.6003
H 0.0997 -3.8781 -2.3179
H 1.9437 -5.2195 -1.6679
H 1.1213 -4.7968 -0.1886
H 3.4337 -4.4569 0.3277
H 2.8651 -2.8358 0.0064
H 4.0009 -2.6939 -1.9475
H 4.2824 -6.0370 -0.7306
H 5.6409 -6.3837 -1.7166
H 5.8382 -3.2285 -3.2477
H 6.4638 -4.8244 -3.2054
F -5.2736 -1.2156 5.5771
C -4.1451 -0.7952 4.9925
C -4.0523 0.5118 4.5580
C -2.8811 0.9311 3.9438
C -1.8083 0.0613 3.7681
C -0.5356 0.5317 3.1212
C -1.9419 -1.2532 4.2166
C -3.1020 -1.6900 4.8307
H -4.8885 1.1838 4.6954
H -2.7986 1.9598 3.6133
H 0.3167 0.4137 3.7919
H -0.6019 1.5836 2.8414
H -1.1171 -1.9478 4.0829
H -3.2151 -2.7089 5.1761
C 0.1368 5.1172 -1.7666
C 0.7984 5.4192 -0.4242
C 0.5731 4.3248 0.6174
C 1.4225 3.0740 0.3549
Ge 0.6126 1.8573 -0.9636
C -1.3335 1.5179 -0.8185
C -2.2389 2.5537 -1.4921
C -3.7006 2.1106 -1.5018
C -4.6060 3.1426 -2.1683
H 0.4936 5.8012 -2.5345
H -0.9468 5.2153 -1.7049
H 0.3635 4.0958 -2.1093
H 0.3996 6.3580 -0.0376
H 1.8729 5.5630 -0.5600
H -0.4909 4.0645 0.6448
H 0.8271 4.7071 1.6071
H 1.5467 2.4857 1.2670
H 2.4181 3.3470 0.0030
H 1.2444 1.5858 -2.3283
H -1.5719 1.4491 0.2509
H -1.5139 0.5327 -1.2608
H -1.9099 2.7170 -2.5226
H -2.1590 3.5069 -0.9654
H -4.0332 1.9367 -0.4743
H -3.7825 1.1609 -2.0397
H -4.5770 4.0934 -1.6347
H -5.6380 2.7950 -2.1792
H -4.2985 3.3199 -3.1997

Computed properties:
Net charge: +2
ΔE to the lowest compared entry with this formula, charge and spin: 0.4160 eV
HOMO level: -12.66 eV
Spin multiplicity: 1

Here are the Mulliken charges for atoms 1 to 5, given in e: atom 1 (Zn): 0.244, atom 2 (N): -0.586, atom 3 (C): 0.088, atom 4 (C): -0.996, atom 5 (C): -0.582